# 1
Here is a molecular structure, C19H39IrN4O9P2Si2 from the Open Molecules 2025 dataset. Energies are from ωB97M-V with the def2-TZVPD basis set.

Structure (XYZ):
```
76
Properties=species:S:1:pos:R:3:forces:R:3
Ir -0.1997 -1.6614 -0.4941 -0.0686 -0.0843 -0.5491
O -1.4834 -4.7047 2.6797 -0.0838 -0.1981 -0.0319
P -1.4463 -3.4664 1.6417 0.2309 0.1387 -0.0260
O -0.9581 -3.9483 0.2878 -0.2445 0.0508 0.2789
O -0.7168 -2.3540 2.3090 -0.0314 0.0079 -0.0247
O -3.0215 -3.1366 1.4864 -0.0186 0.1159 0.0374
P -3.4830 -2.2557 0.1719 -0.0836 -0.2533 0.0549
O -3.4247 -3.3824 -0.9767 0.0049 0.0090 -0.0149
O -4.8604 -1.7718 0.3502 -0.0116 0.0406 0.0133
O -2.3630 -1.2596 -0.0556 0.2122 0.0581 -0.1184
H -1.7329 -5.5102 2.2125 0.0149 0.0675 -0.0189
H -2.5487 -3.8131 -0.9208 0.0032 0.0417 0.0316
C -2.6786 -0.2386 -2.8903 0.0804 0.1238 -0.1123
Si -1.0693 0.7079 -2.9210 0.0352 -0.1595 0.1372
C -1.5359 2.5088 -2.5617 -0.0424 -0.0830 -0.0826
C -0.3924 0.5253 -4.6783 -0.0880 0.0754 0.0225
N 0.0927 0.1141 -1.7555 -0.0675 0.1258 -0.0048
C 1.3527 0.5734 -1.6788 -0.0808 0.0802 0.0579
C 1.8515 1.6844 -2.4074 -0.0323 0.0898 -0.0662
C 3.1299 2.1622 -2.2464 -0.0525 0.0063 -0.0263
C 3.9926 1.5413 -1.3350 0.0120 -0.0332 0.0368
C 3.5584 0.4492 -0.6227 0.1133 0.0091 0.0844
C 2.2591 -0.0931 -0.7746 -0.0331 0.0290 0.0398
N 1.8124 -1.1857 -0.1261 0.1933 -0.0327 0.1527
Si 2.8679 -2.2097 0.8327 -0.1666 -0.0415 -0.0427
C 3.3574 -1.3637 2.4520 -0.0154 -0.0850 -0.1057
C 2.0423 -3.8210 1.2781 0.1745 0.0210 -0.0334
C 4.3851 -2.7086 -0.1858 -0.0083 0.0165 0.1004
H -3.3069 0.1956 -3.6778 -0.0295 -0.0490 0.0125
H -3.1949 -0.1554 -1.9365 0.0199 0.0422 0.0080
H -2.5570 -1.3010 -3.1051 0.0441 -0.0212 0.0094
H -2.2893 2.8351 -3.2865 0.0045 0.0222 0.0086
H -0.7037 3.2129 -2.5923 0.0286 -0.0191 0.0000
H -1.9869 2.5640 -1.5674 0.0121 -0.0248 0.0248
H -1.2039 0.6974 -5.3929 0.0154 0.0026 -0.0111
H -0.0341 -0.4973 -4.8224 -0.0110 -0.0169 0.0486
H 0.4265 1.2020 -4.9258 0.0017 0.0021 0.0256
H 1.1911 2.1837 -3.1033 0.0153 0.0069 0.0094
H 3.4630 3.0225 -2.8165 -0.0110 -0.0020 -0.0047
H 4.9971 1.9211 -1.1854 -0.0024 -0.0074 0.0081
H 4.2338 -0.0067 0.0883 -0.0302 0.0108 0.0179
H 2.4480 -1.0084 2.9419 -0.0294 -0.0171 -0.0034
H 4.0271 -0.5107 2.3372 0.0160 0.0205 -0.0576
H 3.8358 -2.0914 3.1147 0.0091 0.0092 0.0069
H 1.2218 -3.6937 1.9826 0.1009 0.0536 0.0117
H 2.8154 -4.4520 1.7345 -0.0522 -0.0359 0.0183
H 1.6530 -4.3301 0.3950 -0.0127 0.0317 -0.0071
H 5.1068 -1.9153 -0.3824 -0.0307 -0.0069 0.0183
H 4.0323 -3.0860 -1.1488 -0.0217 -0.0050 -0.0094
H 4.9053 -3.5253 0.3247 0.0014 -0.0027 -0.0059
O 0.1369 -4.0132 -4.0850 0.0023 -0.0960 0.1021
C -0.1958 -3.4170 -3.0642 -0.0926 0.3043 -0.1634
O 0.5797 -2.8127 -2.2452 0.0073 -0.0943 0.0481
H -1.2841 -3.3210 -2.8361 0.0447 -0.1431 0.0551
C 0.7944 4.0013 1.8663 0.0343 0.0083 0.0183
C -0.3495 3.4939 0.9928 -0.0212 -0.0036 -0.0365
N -1.4042 2.7800 1.6915 0.0779 -0.0089 0.0924
C -2.4564 3.5296 2.3351 -0.0498 0.0146 -0.0667
C -2.1940 3.9168 3.7933 -0.0139 0.0051 0.0119
C -1.1838 1.4396 1.9915 -0.1032 -0.1160 -0.2624
C -2.3575 0.6461 2.5124 0.0208 0.0800 0.0730
N -0.0423 0.9362 1.7289 0.0417 -0.0198 0.1512
H 1.5668 4.4570 1.2415 -0.0014 -0.0107 -0.0142
H 1.2412 3.1643 2.4016 -0.0147 -0.0105 -0.0032
H 0.4599 4.7514 2.5866 -0.0114 0.0075 0.0061
H 0.0598 2.8057 0.2525 0.0144 -0.0012 -0.0058
H -0.8153 4.3274 0.4549 -0.0069 -0.0035 0.0294
H -3.3871 2.9615 2.2830 0.0077 -0.0232 0.0170
H -2.6190 4.4359 1.7441 -0.0021 -0.0025 0.0048
H -1.9815 3.0314 4.3933 0.0068 -0.0212 -0.0072
H -3.0720 4.4106 4.2195 -0.0009 0.0064 -0.0047
H -1.3442 4.5929 3.8844 0.0162 0.0030 -0.0159
H -3.2396 0.7833 1.8858 0.0116 -0.0316 -0.0364
H -2.6132 0.9348 3.5360 -0.0114 0.0254 0.0036
H -2.0925 -0.4088 2.5017 0.0013 0.0035 0.0277
H -0.0743 -0.0702 1.8867 0.0583 -0.0026 0.0567
```
Positions in Å, forces in eV/Å.

multiplicity = 5
net charge = -2
max |F| = 0.01088 Eh/bohr
energy above the lowest of the compared OMol25 structures with the same formula, charge and spin = 0.0 kcal/mol
E_tot = -81907.365 eV
expectation value of S² = 6.023
LUMO (spin up / spin down) = 4.55 / 4.21 eV

Here are the Mulliken charges for atoms 1 to 8, given in e: 2.14, -0.58, 0.61, -0.67, -0.62, -0.50, 0.33, -0.62


# 2
Here is a molecular structure, C19H39O3P3PdS from the Open Molecules 2025 dataset. Energies are from ωB97M-V with the def2-TZVPD basis set.

Structure (XYZ):
```
66
Properties=species:S:1:pos:R:3:forces:R:3
P 3.5685 -0.1469 0.3445 -0.2603 -0.2519 1.3360
C 4.0528 -0.2352 2.0594 0.6603 -0.1522 0.3643
H 5.1358 -0.3826 2.1323 -0.0347 0.0071 0.0813
H 3.5535 -1.0845 2.5459 0.0014 0.2124 -0.2539
H 3.7867 0.6957 2.5810 0.1045 -0.2081 -0.2210
C 3.3201 -1.7672 -0.3749 -0.3487 -0.2021 -0.2431
H 3.2508 -1.7069 -1.4770 0.1473 -0.0124 0.5450
H 2.4134 -2.2369 0.0450 0.3683 0.2081 -0.0031
H 4.2012 -2.3740 -0.1001 -0.2541 0.1877 -0.1331
C 4.5979 0.8566 -0.7030 -0.0812 0.5495 -0.0868
H 5.5725 0.3591 -0.7998 -0.1385 0.0731 0.0462
H 4.7358 1.8542 -0.2639 0.0925 -0.2411 -0.0679
H 4.1478 0.9708 -1.6993 0.1578 -0.1120 0.2858
P -0.9376 3.1384 -0.6457 -0.6803 1.6415 -0.0436
C -0.9055 3.6688 1.1042 0.4567 -0.9386 0.1227
H -1.4426 4.6290 1.2126 0.2062 -0.3865 -0.2517
H 0.1522 3.7801 1.3922 -0.4999 0.0184 0.1724
H -1.3964 2.8850 1.7059 0.2817 0.5071 -0.0267
C 0.0106 4.4700 -1.4746 0.4147 -0.8434 -0.2197
H -0.0543 4.3308 -2.5649 0.1624 0.2608 0.3326
H 1.0534 4.3570 -1.1309 -0.2960 0.2700 -0.3315
H -0.3605 5.4691 -1.1977 -0.0438 -0.3916 0.0097
C -2.6892 3.4278 -1.0911 0.1335 -0.9098 -0.2413
H -2.9512 4.4981 -1.0595 0.2661 -0.3312 0.0333
H -3.2978 2.8708 -0.3570 0.0507 0.2704 -0.4384
H -2.8479 3.0286 -2.1056 -0.3049 0.2655 0.3521
P -2.8814 -2.0971 0.3444 0.1822 0.1302 1.3177
C -3.6544 -2.3849 1.9168 -0.6983 -0.5147 0.1540
H -4.3598 -3.2189 1.8269 -0.0449 0.0756 0.1613
H -4.1998 -1.4759 2.2074 0.0485 -0.2482 -0.0288
H -2.9038 -2.6277 2.6816 -0.1028 0.1288 -0.3264
C -4.0103 -1.8177 -1.0122 -0.1846 0.4635 -0.1595
H -4.7856 -2.5982 -0.9504 0.1610 0.1946 -0.0592
H -3.4904 -1.8977 -1.9811 -0.1955 -0.0588 0.4361
H -4.4873 -0.8269 -0.9411 0.0352 -0.3946 0.0452
C -1.7283 -3.3774 -0.1289 0.5185 0.0397 0.0122
H -2.3224 -4.2882 -0.3152 0.1161 0.2690 0.0067
H -0.9925 -3.5769 0.6625 -0.2478 0.1173 -0.1599
H -1.1919 -3.0877 -1.0464 -0.2537 -0.1869 0.3211
Pd -0.1123 0.5120 -1.9745 -0.8013 3.0579 8.7201
C 1.9304 0.6607 0.4237 -1.7518 0.3221 -1.4143
O 1.0606 1.1742 1.0359 1.7277 -0.4368 -0.0842
C -1.9835 -0.5286 0.6259 0.8684 0.1870 -2.3078
O -1.5475 0.3623 1.2439 -0.7056 -0.4978 0.6377
C -1.3877 0.1785 -3.6066 -2.0448 0.2661 -0.9964
C -0.7667 -1.0093 -3.2402 -0.4477 -2.1761 -0.7783
C 0.6185 -1.0599 -3.1194 1.1688 -2.4950 -0.8349
C 1.3835 0.0774 -3.3702 1.8041 -0.8451 -1.0777
C 0.7570 1.2660 -3.7262 0.9734 1.8656 -1.3952
C -0.6327 1.3336 -3.8029 -0.8450 1.5965 -1.9121
H -2.4734 0.2434 -3.5952 0.1471 -0.0070 -0.1336
H -1.3665 -1.8625 -2.9420 0.0924 0.0102 -0.3246
H 1.1017 -1.9570 -2.7500 -0.0584 -0.0598 -0.2630
H 2.4615 0.0537 -3.2264 -0.2064 0.0008 -0.1010
H 1.3459 2.1742 -3.8226 -0.0591 -0.1102 -0.1204
H -1.1266 2.2939 -3.8922 0.0293 -0.1049 -0.5098
C 0.1865 -0.2393 3.9575 0.0562 -0.3609 0.2629
S -0.0776 -1.7792 3.0407 -0.0829 0.0337 0.6657
C 0.7774 -2.9204 4.1377 -0.1305 0.0783 0.1743
O 0.7291 -1.7125 1.7742 0.5216 0.2010 -0.8406
H 1.1444 -0.3308 4.4823 -0.2195 0.2864 -0.1022
H -0.6343 -0.1605 4.6805 0.2367 0.0464 -0.0396
H 0.1703 0.6197 3.2803 -0.0536 -0.3426 0.0843
H 0.0613 -3.2385 4.9022 0.1537 -0.0122 -0.0515
H 1.0713 -3.7752 3.5218 -0.0884 0.1065 0.1404
H 1.6471 -2.4568 4.6196 -0.1796 -0.1165 -0.2383
```
Positions in Å, forces in eV/Å.

multiplicity = 5
net charge = +4
max |F| = 0.18038 Eh/bohr
E_tot = -68612.634 eV
expectation value of S² = 6.017
LUMO (spin up / spin down) = -11.84 / -14.50 eV

Here are the Mulliken charges for atoms 1 to 8, given in e: 0.95, -1.15, 0.45, 0.29, 0.44, -1.01, 0.33, 0.24


# 3
Here is a molecular structure, C19H39O3P3SW from the Open Molecules 2025 dataset. Energies are from ωB97M-V with the def2-TZVPD basis set.

Structure (XYZ):
```
66
Properties=species:S:1:pos:R:3:forces:R:3
P -0.1157 -3.1419 -0.7656 0.1609 0.0945 -0.0359
C 1.2507 -4.1340 -0.1881 0.3008 -0.0941 0.0599
H 1.1039 -5.1863 -0.4712 0.0348 0.2463 0.0750
H 1.3287 -4.0516 0.9032 -0.1265 -0.2015 -0.3351
H 2.1756 -3.7590 -0.6408 -0.1398 -0.1554 -0.0708
C -1.5192 -3.3665 0.3171 -0.4048 -0.1517 0.1615
H -2.4516 -2.9958 -0.1268 0.2474 -0.2877 0.1570
H -1.3282 -2.8414 1.2612 -0.0812 -0.2078 -0.1796
H -1.6378 -4.4416 0.5293 -0.0160 0.3100 -0.0536
C -0.4920 -3.4754 -2.4785 -0.0249 -0.1451 -0.3021
H -0.8431 -4.5096 -2.5837 0.0450 0.1658 -0.0864
H 0.4158 -3.3313 -3.0796 -0.1369 -0.1389 0.1358
H -1.2581 -2.7871 -2.8526 0.1505 -0.2793 0.0169
P 0.8605 1.6467 -2.4400 -0.2506 0.5455 -1.5901
C 2.6749 1.5103 -2.3966 0.0567 -0.5705 0.8158
H 3.1004 2.0826 -3.2361 -0.3583 -0.1123 0.2329
H 2.9614 0.4572 -2.4804 0.0486 0.2088 -0.0655
H 3.0534 1.8986 -1.4468 0.0962 -0.0154 -0.3255
C 0.5498 1.1225 -4.1615 -0.2871 -0.1327 0.1442
H -0.4855 1.3113 -4.4652 0.2864 0.0561 -0.1111
H 0.7394 0.0435 -4.2294 0.0333 0.2150 -0.0705
H 1.2366 1.6492 -4.8377 -0.2192 -0.0969 0.1672
C 0.6257 3.4622 -2.3865 -0.3159 -0.1771 0.3016
H 1.0364 3.9171 -3.2973 -0.0360 -0.1000 0.2183
H 1.1531 3.8530 -1.5064 -0.0451 0.0150 -0.2550
H -0.4353 3.7260 -2.2964 0.2944 0.0801 -0.1218
P -0.6806 1.7002 2.1502 -0.4904 0.3477 0.6277
C 0.6686 2.1407 3.2679 0.5476 -0.1958 -0.2617
H 0.2203 2.7786 4.0386 0.1779 -0.1505 -0.0230
H 1.4372 2.6982 2.7206 -0.0993 0.0142 0.2609
H 1.1270 1.2612 3.7369 -0.1834 0.3955 -0.0676
C -1.5467 3.2947 2.0264 -0.1363 -0.1000 -0.3998
H -1.5200 3.7667 3.0187 -0.0786 -0.0975 -0.2624
H -2.5852 3.1847 1.6967 0.2617 0.1688 0.2105
H -1.0140 3.9330 1.3099 -0.0683 -0.0023 0.2064
C -1.6757 0.5219 3.1096 -0.2762 -0.1361 -0.2383
H -1.9456 1.0181 4.0538 0.0457 -0.1630 -0.1554
H -1.1149 -0.4002 3.3153 -0.1609 0.2837 0.0063
H -2.5932 0.2557 2.5701 0.2023 0.0364 0.3161
W -1.0038 0.6074 -0.8252 9.1873 1.1619 4.6417
C 0.4041 -1.3215 -0.7899 1.2846 1.0398 -0.1009
O 1.6314 -1.1748 -0.8832 -2.0296 -0.3091 0.3301
C 0.6758 1.3578 0.3389 4.4362 -0.0985 -1.2352
O 1.8508 1.5862 0.5190 -5.2126 -0.7625 0.2206
C -2.5911 2.0543 -1.0221 -2.4325 1.2958 0.0565
C -2.9404 1.1477 -0.0139 -1.0604 1.0570 0.0465
C -2.8843 -0.2425 -0.2450 -0.7117 -1.5912 -0.0140
C -2.5443 -0.7124 -1.5327 -1.7168 -1.0150 -0.6742
C -2.1727 0.1958 -2.5402 -0.7607 -1.7460 -1.5077
C -2.2077 1.5811 -2.2801 -0.4152 1.2769 -0.7776
H -2.6065 3.1197 -0.8184 -0.0623 -0.0422 -0.0641
H -3.2656 1.5049 0.9479 0.0543 0.0379 0.0518
H -3.0466 -0.9356 0.5771 -0.1803 0.0863 -0.2759
H -2.4984 -1.7748 -1.7202 -0.1948 0.1872 -0.0894
H -1.8472 -0.1795 -3.5032 -0.1960 0.0579 0.0338
H -1.9746 2.2908 -3.0537 0.1786 0.0580 -0.1774
C 2.0862 -1.0420 4.2063 -0.5357 0.2958 0.7467
S 1.6146 -1.1001 2.4713 1.0280 -1.7983 0.8889
C 3.1888 -1.5158 1.7258 0.4330 0.3531 -0.7052
O 0.7243 -2.3119 2.3708 -0.0087 1.0263 -0.1700
H 2.8599 -0.2920 4.4115 -0.1488 -0.0302 -0.3391
H 2.4486 -2.0461 4.4549 -0.0496 0.0781 -0.1356
H 1.1735 -0.8197 4.7686 0.1871 -0.0750 0.0665
H 3.0772 -2.4900 1.2438 -0.0239 0.1791 0.0617
H 3.4535 -0.7469 0.9920 -0.0068 -0.1968 0.1167
H 3.9168 -1.5523 2.5420 -0.0972 0.0021 -0.0982
```
Positions in Å, forces in eV/Å.

multiplicity = 3
net charge = +4
max |F| = 0.20144 Eh/bohr
energy above the lowest of the compared OMol25 structures with the same formula, charge and spin = 8.3 kcal/mol
E_tot = -66959.710 eV
expectation value of S² = 2.020
LUMO (spin up / spin down) = -13.87 / -16.15 eV

Here are the Mulliken charges for atoms 1 to 8, given in e: 0.90, -1.09, 0.52, 0.30, 0.40, -1.22, 0.38, 0.33